Here is a cluster of 5 separate species, C2H12O4 in total from the Open Molecules 2025 dataset. Energies are from ωB97M-V/def2-TZVPD.

Atoms and positions in Å:
C -3.287 0.843 1.687
C -2.935 0.086 2.749
H -3.395 1.918 1.560
H -3.843 0.419 0.806
H -2.010 0.135 3.316
H -3.450 -0.884 2.925
H 2.936 0.666 -0.751
H 1.683 0.758 -1.602
O 2.113 1.175 -0.829
H 2.414 -0.713 1.911
H 2.267 -0.198 0.605
O 2.964 -0.650 1.121
H 1.389 -2.976 -1.860
H 1.921 -1.864 -0.945
O 1.353 -2.027 -1.705
H 0.151 1.448 -3.659
H -0.543 1.029 -2.415
O 0.271 0.837 -2.916

Forces on atoms 1 to 6 (eV/Å):
C -1.523 -0.255 -0.850
C -0.079 -1.007 -0.597
H 1.625 0.050 0.277
H -0.171 -0.145 1.321
H -0.542 1.045 0.597
H 0.708 0.309 -0.787

Properties
Net charge = -1
Relative energy (zero: lowest compared OMol25 entry of this formula, charge and spin) = 184.3 kJ/mol
E_tot = -384.24191 a.u.
Spin multiplicity = 2

Here is a cluster of 4 separate species, C18H49N2O12P4S in total from the Open Molecules 2025 dataset. Energies are from ωB97M-V/def2-TZVPD.

Atoms and positions in Å:
N 5.279 3.316 -2.104
N 4.181 2.620 -1.598
P 2.640 3.255 -2.206
S 2.610 5.182 -2.529
H 5.422 3.165 -3.119
H 5.278 4.318 -1.845
H 1.663 3.010 -1.149
H 2.133 2.594 -3.378
O 1.191 -0.618 0.046
P 1.002 -1.686 -1.044
O 0.630 -2.907 0.015
C -0.649 -2.889 0.625
C -1.721 -3.360 -0.342
O 2.630 -1.962 -1.198
C 3.528 -0.854 -1.231
C 4.299 -0.792 0.074
O 0.758 -2.821 -2.312
C 1.663 -3.858 -2.672
C 1.791 -4.963 -1.641
H -0.878 -1.889 1.005
H -0.609 -3.567 1.483
H -1.804 -2.665 -1.173
H -2.686 -3.434 0.157
H -1.461 -4.335 -0.763
H 3.002 0.084 -1.427
H 4.225 -1.011 -2.059
H 3.627 -0.759 0.937
H 4.948 0.086 0.104
H 4.916 -1.689 0.194
H 2.638 -3.451 -2.951
H 1.256 -4.300 -3.588
H 2.326 -4.619 -0.753
H 2.349 -5.807 -2.057
H 0.808 -5.317 -1.322
O 5.668 5.675 5.157
P 5.028 5.168 3.852
O 3.714 4.482 4.592
C 2.704 5.347 5.087
C 1.836 5.872 3.959
O 6.011 3.830 3.775
C 7.399 3.966 4.052
C 7.710 3.339 5.400
O 4.349 4.674 2.355
C 4.346 3.338 1.851
C 3.463 2.379 2.625
H 3.151 6.171 5.652
H 2.090 4.765 5.780
H 2.419 6.505 3.283
H 1.005 6.461 4.353
H 1.436 5.049 3.361
H 7.713 5.014 4.019
H 7.950 3.439 3.269
H 7.083 3.759 6.192
H 8.758 3.487 5.669
H 7.502 2.265 5.375
H 5.363 2.955 1.744
H 3.952 3.407 0.833
H 3.885 2.151 3.607
H 3.361 1.435 2.082
H 2.467 2.801 2.781
O -5.712 -3.917 -3.293
P -6.985 -3.596 -2.492
O -7.498 -2.395 -3.510
C -8.039 -2.774 -4.766
C -9.456 -3.294 -4.614
O -6.172 -2.668 -1.382
C -4.925 -3.126 -0.865
C -3.795 -2.296 -1.448
O -8.413 -3.321 -1.575
C -8.628 -2.218 -0.701
C -8.762 -0.881 -1.404
H -7.399 -3.520 -5.248
H -8.043 -1.883 -5.400
H -9.469 -4.220 -4.030
H -9.900 -3.497 -5.591
H -10.080 -2.571 -4.083
H -4.778 -4.193 -1.063
H -4.948 -2.999 0.222
H -3.819 -2.299 -2.543
H -2.794 -2.679 -1.108
H -3.894 -1.250 -1.137
H -7.874 -2.186 0.088
H -9.577 -2.425 -0.194
H -7.805 -0.546 -1.809
H -9.109 -0.116 -0.702
H -9.472 -0.941 -2.232

Forces on atoms 1 to 6 (eV/Å):
N 1.114 0.407 -0.524
N -3.460 -0.051 -0.392
P 2.307 -0.586 1.877
S -0.176 0.814 -0.433
H -0.117 0.557 0.786
H -0.198 -0.619 -0.666

Properties
Net charge = -1
E_tot = -3490.96825 a.u.
Spin multiplicity = 1

Here is a structure of composition C8H36BCuN16O8 from the Open Molecules 2025 dataset. Energies are from ωB97M-V/def2-TZVPD.

Atoms and positions in Å:
Cu -0.406 -0.824 1.401
B 0.190 0.504 -0.356
H -0.326 0.942 0.589
H 0.566 1.373 -1.011
H 1.061 -0.210 -0.037
H -0.698 -0.096 -0.808
C -3.566 -1.083 0.320
O -2.385 -0.998 0.679
N -4.591 -1.425 1.150
N -3.887 -1.008 -0.988
H -5.530 -1.488 0.809
H -4.443 -1.564 2.133
H -3.107 -0.963 -1.641
H -4.827 -1.154 -1.299
C -0.005 -3.962 0.292
O -0.037 -2.727 0.473
N -1.155 -4.655 0.460
N 1.093 -4.656 -0.070
H -1.285 -5.623 0.240
H -1.906 -4.031 0.704
H 1.121 -5.618 0.235
H 2.016 -4.241 -0.004
C -1.527 -0.289 -3.943
O -2.110 -1.140 -3.269
N -1.712 -0.170 -5.296
N -0.620 0.569 -3.397
H -2.431 -0.651 -5.800
H -1.218 0.577 -5.748
H -0.511 0.465 -2.388
H -0.404 1.456 -3.814
C 3.164 3.255 -0.031
O 4.141 3.987 0.105
N 2.931 2.245 0.862
N 2.322 3.191 -1.095
H 3.559 2.262 1.645
H 2.080 1.703 0.807
H 1.530 2.578 -0.961
H 2.503 3.710 -1.931
C -2.979 3.274 -0.055
O -3.037 2.700 1.036
N -1.791 3.431 -0.687
N -4.047 3.838 -0.669
H -0.923 3.195 -0.244
H -1.772 3.843 -1.601
H -4.047 4.302 -1.553
H -4.854 3.789 -0.066
C 2.532 -0.774 2.370
O 1.385 -1.265 2.393
N 3.071 -0.093 3.413
N 3.313 -0.922 1.279
H 2.624 -0.230 4.300
H 4.044 0.127 3.300
H 4.037 -0.236 1.142
H 3.013 -1.464 0.486
C 3.570 -2.776 -1.872
O 3.528 -3.838 -1.257
N 4.583 -2.421 -2.713
N 2.669 -1.772 -1.598
H 4.454 -1.545 -3.178
H 5.277 -3.112 -2.927
H 1.822 -2.111 -1.171
H 2.708 -0.895 -2.082
C -0.977 1.504 3.795
O -0.431 0.737 2.963
N -0.502 1.510 5.057
N -1.981 2.341 3.487
H 0.265 0.899 5.258
H -0.873 2.067 5.804
H -1.949 3.174 4.058
H -2.320 2.485 2.518

Forces on atoms 1 to 6 (eV/Å):
Cu 0.263 -0.250 -0.091
B -0.226 -0.517 0.199
H -0.409 1.039 1.287
H 0.232 0.719 -0.698
H 0.938 -0.610 0.036
H -0.478 -0.616 -0.975

Properties
Net charge = +1
Relative energy (zero: lowest compared OMol25 entry of this formula, charge and spin) = 0.0 kJ/mol
E_tot = -3469.85036 a.u.
Spin multiplicity = 2

Here is a cluster of 4 separate species, CH10O4 in total from the Open Molecules 2025 dataset. Energies are from ωB97M-V/def2-TZVPD.

Atoms and positions in Å:
C 0.934 -0.609 -2.187
O 2.317 -0.415 -1.930
H 0.564 0.156 -2.880
H 0.609 -1.576 -2.544
H 0.541 -0.300 -1.206
H 2.897 -0.313 -2.691
O -1.494 0.308 0.849
H -1.148 1.031 0.315
H -0.900 0.376 1.661
O -2.600 -0.106 3.647
H -2.968 -0.846 4.136
H -2.853 -0.384 2.754
O 1.249 1.060 0.361
H 1.640 1.484 -0.404
H 1.212 0.134 0.118

Forces on atoms 1 to 6 (eV/Å):
C 0.131 1.774 0.307
O 0.707 -0.354 0.047
H -0.025 -0.134 -0.127
H 0.251 -0.451 0.229
H -0.898 -0.972 -0.931
H -0.530 -0.191 -0.206

Properties
SMILES string = CO.O.O.O
Relative energy (zero: lowest compared OMol25 entry of this formula, charge and spin) = 104.5 kJ/mol
E_tot = -345.01551 a.u.
Spin multiplicity = 1

Here is the molecule CH4O2S3 from the Open Molecules 2025 dataset. Energies are from ωB97M-V/def2-TZVPD.

Atoms and positions in Å:
C -1.365 -0.260 -0.197
O -0.042 -2.555 -0.813
O 1.066 -0.907 0.657
S 4.010 -0.145 -0.032
S 2.072 0.307 -0.090
S -0.299 -1.712 0.301
H -2.286 -0.537 -0.578
H -1.416 0.376 0.594
H -1.085 0.356 -1.086
H 4.284 -0.188 1.356

Forces on atoms 1 to 6 (eV/Å):
C 2.317 -0.611 -2.876
O -0.091 -1.228 -1.970
O 1.143 0.469 0.683
S 0.165 -1.044 1.247
S -1.184 0.339 0.185
S -0.477 1.965 0.836

Properties
Relative energy (zero: lowest compared OMol25 entry of this formula, charge and spin) = 75.1 kJ/mol
E_tot = -1385.45856 a.u.
Spin multiplicity = 1

Here is a cluster of 2 separate species, C3H11N3 in total from the Open Molecules 2025 dataset. Energies are from ωB97M-V/def2-TZVPD.

Atoms and positions in Å:
C 3.654 -0.490 -0.831
C 3.016 -1.627 -0.898
N 3.330 -2.950 -0.428
H 4.342 -0.360 0.123
H 3.388 0.319 -1.460
H 2.096 -1.661 -1.471
H 4.104 -2.907 0.221
H 2.884 -3.776 -0.756
N -3.390 2.568 -0.031
C -3.486 1.303 0.657
N -2.356 0.909 1.369
H -3.918 3.269 0.455
H -3.808 2.538 -0.983
H -3.590 0.501 -0.131
H -4.303 1.115 1.433
H -1.712 1.623 1.973
H -1.675 0.543 0.657

Forces on atoms 1 to 6 (eV/Å):
C 2.275 0.426 3.768
C -1.587 -3.803 -1.258
N 0.574 3.795 0.752
H -0.718 0.012 -2.550
H -0.368 0.782 0.028
H 0.138 -0.074 -0.602

Properties
SMILES string = C=CN.NCN
Relative energy (zero: lowest compared OMol25 entry of this formula, charge and spin) = 265.1 kJ/mol
E_tot = -285.07685 a.u.
Spin multiplicity = 1

Respective max |F| values: 1.763; 9.564; 1.774; 1.962; 3.744; 5.996 eV/Å.